C56H52N6O2PSr as an isolated structure. Source: OMol25; level of theory: ωB97M-V/def2-TZVPD.

For the max |F|, the calculation gives 0.0202 hartree/bohr. The relative energy (zero: lowest compared OMol25 entry of this formula, charge and spin) is 28.6 kJ/mol. The calculation puts the highest occupied orbital energy at -8.827 eV. As for the total charge: +1. Its total energy is -3016.255219 Eh.

Each line ends with the Löwdin charge.
CARTESIAN COORDINATES (ANGSTROEM)
Sr: 0.40 0.02 -0.09  1.43
C: 1.65 -2.12 7.57  -0.08
C: 0.33 -1.85 7.25  -0.07
C: -0.01 -1.51 5.94  -0.03
C: 0.97 -1.45 4.95  -0.22
C: 2.29 -1.74 5.29  -0.06
C: 2.63 -2.07 6.59  -0.07
C: 0.61 -1.11 3.54  -0.04
C: 0.85 -2.12 2.59  -0.23
C: 1.16 -3.49 2.92  0.01
C: 1.18 -4.19 1.76  0.01
C: 0.87 -3.25 0.71  -0.25
N: 0.71 -2.02 1.23  -0.02
C: 0.60 -3.65 -0.63  -0.08
C: -0.18 -2.97 -1.57  -0.28
C: -0.66 -3.53 -2.82  -0.01
C: -1.56 -2.65 -3.33  0.00
C: -1.61 -1.52 -2.41  -0.26
C: -2.50 -0.43 -2.55  -0.13
C: -3.52 -0.51 -3.64  -0.22
C: -3.22 -0.22 -4.97  -0.05
C: -4.18 -0.31 -5.96  -0.07
C: -5.47 -0.71 -5.64  -0.08
C: -5.78 -1.01 -4.33  -0.06
C: -4.82 -0.91 -3.34  -0.03
C: -2.64 0.64 -1.62  -0.28
N: -1.84 0.88 -0.56  -0.03
C: -2.37 1.95 0.13  -0.25
C: -2.02 2.38 1.41  -0.05
C: -2.70 3.62 1.89  -0.22
C: -3.69 3.55 2.87  -0.04
C: -4.33 4.71 3.30  -0.07
C: -3.99 5.94 2.76  -0.08
C: -3.01 6.01 1.78  -0.07
C: -2.38 4.86 1.34  -0.04
C: -1.19 1.70 2.35  -0.24
C: -1.04 2.09 3.74  -0.01
C: -0.32 1.12 4.34  -0.01
C: -0.02 0.13 3.32  -0.24
N: -0.53 0.54 2.13  0.00
C: -3.51 2.46 -0.61  0.02
C: -3.68 1.65 -1.69  0.01
N: -0.74 -1.73 -1.40  -0.02
C: 1.13 -4.99 -1.01  -0.22
C: 2.51 -5.20 -1.07  -0.05
C: 3.03 -6.43 -1.42  -0.08
C: 2.18 -7.49 -1.71  -0.08
C: 0.81 -7.31 -1.64  -0.06
C: 0.29 -6.07 -1.29  -0.04
H: 1.92 -2.38 8.59  0.11
H: -0.44 -1.90 8.01  0.11
H: -1.04 -1.31 5.68  0.12
H: 3.05 -1.71 4.52  0.12
H: 3.66 -2.28 6.84  0.11
H: 1.28 -3.88 3.92  0.12
H: 1.33 -5.25 1.64  0.12
H: -0.39 -4.49 -3.23  0.11
H: -2.16 -2.77 -4.21  0.11
H: -2.21 0.07 -5.24  0.09
H: -3.92 -0.08 -6.99  0.11
H: -6.22 -0.78 -6.42  0.11
H: -6.79 -1.32 -4.07  0.11
H: -5.07 -1.15 -2.31  0.13
H: -3.95 2.59 3.30  0.13
H: -5.10 4.64 4.06  0.11
H: -4.49 6.83 3.10  0.10
H: -2.75 6.97 1.35  0.11
H: -1.62 4.91 0.57  0.10
H: -1.44 2.99 4.19  0.12
H: -0.02 1.07 5.37  0.12
H: -4.13 3.28 -0.30  0.12
H: -4.47 1.70 -2.42  0.11
H: 3.17 -4.38 -0.80  0.11
H: 4.11 -6.58 -1.45  0.10
H: 2.59 -8.46 -1.98  0.11
H: 0.14 -8.13 -1.85  0.11
H: -0.79 -5.93 -1.22  0.13
C: 0.56 3.94 -1.43  -0.07
C: 2.03 3.67 -1.13  -0.39
C: 2.82 4.98 -1.19  -0.05
C: 2.25 3.00 0.20  -0.23
C: 3.19 1.97 0.33  -0.07
C: 3.51 1.44 1.57  -0.04
C: 2.93 1.94 2.74  -0.26
C: 3.32 1.43 4.09  -0.03
C: 1.98 2.95 2.61  -0.03
C: 1.64 3.46 1.37  -0.02
H: 0.42 4.26 -2.47  0.08
H: 0.17 4.75 -0.82  0.07
H: -0.09 3.07 -1.24  0.06
H: 2.43 3.01 -1.90  0.11
H: 2.48 5.68 -0.43  0.09
H: 2.71 5.47 -2.17  0.08
H: 3.89 4.81 -1.03  0.09
H: 3.69 1.61 -0.56  0.11
H: 4.25 0.66 1.65  0.11
H: 2.48 0.94 4.59  0.06
H: 3.64 2.26 4.73  0.09
H: 4.14 0.72 4.04  0.08
H: 1.52 3.36 3.50  0.12
H: 0.90 4.26 1.31  0.12
N: 3.75 -1.91 -3.60  0.14
C: 2.27 -1.71 -3.43  -0.16
P: 2.07 0.14 -3.55  0.45
O: 3.24 0.49 -4.40  -0.32
O: 1.82 0.74 -2.20  -0.43
C: 0.47 0.38 -4.45  -0.16
N: -0.35 1.38 -3.69  0.16
H: 4.25 -1.84 -2.71  0.17
H: 4.04 -1.10 -4.20  0.12
H: 3.98 -2.81 -4.02  0.17
H: 1.92 -2.18 -2.51  0.08
H: 1.77 -2.20 -4.26  0.11
H: -0.10 -0.55 -4.49  0.08
H: 0.66 0.74 -5.46  0.11
H: -1.18 0.91 -3.25  0.10
H: -0.69 2.15 -4.27  0.17
H: 0.22 1.77 -2.92  0.09

C32H39FN5O7SZr as an isolated structure. Source: OMol25; level of theory: ωB97M-V/def2-TZVPD.

For the max |F|, the calculation gives 0.0485 hartree/bohr. The relative energy (zero: lowest compared OMol25 entry of this formula, charge and spin) is 81.7 kJ/mol. The calculation puts the highest occupied orbital energy at -15.713 eV. As for the total charge: +3. Its total energy is -2587.681451 Eh.

Each line ends with the Löwdin charge.
CARTESIAN COORDINATES (ANGSTROEM)
Zr: -0.20 -1.36 -0.60  1.89
F: -2.35 -0.90 5.92  0.09
C: -1.30 -1.57 5.43  -0.17
C: -0.95 -1.38 4.14  0.11
C: 0.13 -2.09 3.58  -0.05
C: 0.49 -1.91 2.21  -0.23
O: -0.21 -1.11 1.44  -0.15
C: 1.57 -2.66 1.73  -0.03
C: 2.23 -3.53 2.57  0.08
N: 1.92 -3.67 3.86  0.04
C: 2.69 -4.60 4.68  -0.24
C: 4.18 -4.62 4.53  -0.06
C: 3.56 -4.06 5.77  -0.08
C: 0.84 -2.97 4.40  -0.09
C: 0.46 -3.15 5.73  0.08
C: -0.62 -2.48 6.28  -0.11
N: -0.99 -2.66 7.61  -0.06
C: -0.84 -3.94 8.28  -0.12
C: -0.14 -3.75 9.62  -0.06
N: -0.60 -2.43 10.23  0.08
C: -1.99 -2.08 9.77  -0.07
C: -1.96 -1.77 8.28  -0.11
C: 1.95 -2.63 0.28  -0.56
O: 2.33 -3.61 -0.30  0.15
O: 1.74 -1.43 -0.30  -0.20
H: -1.52 -0.69 3.53  0.15
H: 3.05 -4.13 2.20  0.17
H: 2.18 -5.54 4.83  0.16
H: 4.65 -3.92 3.86  0.12
H: 4.67 -5.59 4.58  0.12
H: 3.60 -2.99 5.90  0.12
H: 3.62 -4.63 6.69  0.11
H: 1.05 -3.81 6.35  0.11
H: -0.27 -4.64 7.68  0.13
H: -1.83 -4.40 8.43  0.14
H: 0.94 -3.69 9.52  0.14
H: -0.38 -4.54 10.32  0.14
H: 0.04 -1.68 9.94  0.19
H: -0.55 -2.48 11.25  0.19
H: -2.33 -1.21 10.33  0.15
H: -2.62 -2.92 10.04  0.14
H: -1.67 -0.74 8.12  0.14
H: -2.98 -1.89 7.90  0.14
C: 1.44 3.27 -3.38  -0.01
C: 0.68 2.00 -3.81  -0.57
C: 1.52 1.15 -4.78  -0.02
C: -0.69 2.35 -4.42  -0.02
C: 0.43 1.18 -2.60  -0.03
N: 0.25 0.55 -1.66  0.14
H: 1.59 3.88 -4.27  0.11
H: 2.42 3.02 -2.96  0.10
H: 0.87 3.85 -2.65  0.10
H: 1.73 1.76 -5.65  0.11
H: 0.98 0.26 -5.10  0.09
H: 2.47 0.85 -4.33  0.10
H: -0.51 2.91 -5.34  0.11
H: -1.27 2.97 -3.75  0.10
H: -1.25 1.45 -4.67  0.09
C: 2.57 -4.02 -6.27  -0.02
C: 1.73 -4.10 -5.03  -0.22
C: 0.98 -5.24 -4.74  0.01
C: 0.21 -5.32 -3.60  -0.02
C: 0.16 -4.23 -2.74  -0.29
C: 0.90 -3.07 -3.01  -0.07
C: 1.67 -3.02 -4.14  0.01
S: -0.75 -4.54 -1.29  0.76
O: -0.66 -3.30 -0.40  -0.43
O: -0.38 -5.72 -0.61  -0.20
N: -2.27 -4.70 -1.74  -0.10
C: -3.10 -3.79 -2.57  -0.14
C: -3.62 -2.53 -1.85  -0.04
C: -2.46 -1.65 -1.50  -0.59
O: -1.47 -1.60 -2.30  -0.14
O: -2.33 -1.07 -0.37  -0.06
H: 2.68 -4.99 -6.74  0.09
H: 3.56 -3.63 -6.04  0.10
H: 2.11 -3.34 -6.99  0.10
H: 1.02 -6.09 -5.41  0.13
H: -0.33 -6.23 -3.36  0.13
H: 0.93 -2.21 -2.36  0.05
H: 2.27 -2.13 -4.34  0.13
H: -2.73 -5.42 -1.20  0.15
H: -3.95 -4.39 -2.90  0.14
H: -2.53 -3.51 -3.45  0.13
H: -4.19 -2.76 -0.95  0.14
H: -4.27 -1.98 -2.53  0.15

C29H33N7O3Ru as an isolated structure. Source: OMol25; level of theory: ωB97M-V/def2-TZVPD.

For the max |F|, the calculation gives 0.0874 hartree/bohr. As for the spin multiplicity: 5. The calculation puts the highest occupied orbital energy (alpha / beta) at -14.410 / -14.401 eV. As for the total charge: +2. Its total energy is -1828.123017 Eh.

Each line ends with the Löwdin charge.
CARTESIAN COORDINATES (ANGSTROEM)
Ru: -0.51 -13.77 -8.74  1.47
C: -3.55 -14.69 -6.06  0.01
C: -3.55 -16.11 -6.09  0.05
C: -2.71 -16.91 -6.89  0.04
C: -1.88 -16.19 -7.69  -0.15
C: -1.84 -14.78 -7.73  -0.19
C: -2.76 -14.00 -6.92  -0.04
C: -0.91 -16.84 -8.59  -0.18
C: -0.75 -18.23 -8.77  0.05
C: 0.18 -18.69 -9.66  0.08
C: 0.94 -17.71 -10.38  -0.09
C: 1.92 -18.07 -11.41  0.04
C: 2.70 -17.12 -11.95  -0.07
C: 2.67 -15.82 -11.57  -0.02
C: 1.69 -15.41 -10.65  0.00
C: 0.82 -16.34 -10.07  -0.21
N: -0.20 -15.95 -9.26  0.08
H: -4.15 -14.29 -5.31  0.12
H: -4.29 -16.53 -5.43  0.13
H: -2.83 -17.94 -6.77  0.12
H: -2.65 -12.90 -7.04  0.12
H: -1.25 -18.84 -8.10  0.10
H: 0.27 -19.72 -9.84  0.13
H: 1.89 -19.11 -11.75  0.14
H: 3.43 -17.48 -12.64  0.13
H: 3.37 -15.10 -12.08  0.15
H: 1.71 -14.38 -10.27  0.09
C: -4.08 -11.87 -12.18  -0.07
C: -4.16 -13.35 -12.49  -0.11
C: -2.78 -14.21 -12.44  -0.26
C: -2.88 -15.63 -13.12  -0.13
C: -1.78 -16.55 -12.61  -0.07
C: -1.74 -13.41 -13.23  -0.41
O: -1.68 -13.30 -14.40  0.19
N: -0.88 -12.65 -12.44  0.25
C: -0.72 -12.82 -11.10  -0.49
O: 0.26 -12.44 -10.43  -0.04
N: -1.65 -13.56 -10.37  0.02
C: -2.62 -14.37 -10.96  -0.43
O: -3.30 -15.13 -10.28  0.11
H: -5.05 -11.35 -12.32  0.10
H: -3.35 -11.32 -12.71  0.06
H: -3.84 -11.62 -11.13  0.08
H: -4.42 -13.41 -13.58  0.15
H: -4.81 -14.02 -11.97  0.11
H: -2.68 -15.56 -14.22  0.14
H: -3.90 -15.95 -12.98  0.12
H: -0.89 -15.94 -12.64  0.07
H: -1.62 -17.39 -13.25  0.08
H: -1.90 -16.95 -11.60  0.07
H: -0.17 -12.11 -12.88  0.17
C: 0.69 -13.58 -5.84  -0.18
N: 1.53 -12.86 -4.89  -0.07
C: 0.94 -11.49 -4.65  -0.12
N: 0.92 -10.69 -5.88  -0.05
C: 0.17 -11.49 -6.87  -0.15
N: 0.67 -12.90 -7.18  -0.23
C: 2.13 -12.70 -7.60  -0.18
N: 2.90 -11.92 -6.66  -0.06
C: 2.88 -12.69 -5.38  -0.14
C: 2.33 -10.57 -6.40  -0.11
H: -0.33 -13.66 -5.52  0.10
H: 0.93 -14.65 -6.08  0.14
H: 1.57 -10.98 -3.97  0.12
H: -0.06 -11.68 -4.27  0.13
H: 0.28 -11.04 -7.85  0.12
H: -0.86 -11.73 -6.58  0.11
H: 2.10 -12.24 -8.62  0.13
H: 2.64 -13.66 -7.69  0.13
H: 3.44 -12.20 -4.56  0.15
H: 3.27 -13.66 -5.47  0.11
H: 2.35 -9.94 -7.30  0.14
H: 2.99 -10.08 -5.69  0.13

A 8-piece molecular cluster, C36H55N2O30S7 overall. Source: OMol25; level of theory: ωB97M-V/def2-TZVPD.

For the max |F|, the calculation gives 0.0446 hartree/bohr. The relative energy (zero: lowest compared OMol25 entry of this formula, charge and spin) is 0.0 kJ/mol. The calculation puts the highest occupied orbital energy at -11.099 eV. As for the total charge: +1. Its total energy is -6558.316753 Eh.

Each line ends with the Löwdin charge.
CARTESIAN COORDINATES (ANGSTROEM)
C: 3.41 -2.85 2.94  0.12
C: 4.19 -2.89 2.03  -0.12
C: 4.86 -2.91 0.69  -0.18
C: 3.95 -3.48 -0.45  -0.15
C: 2.45 -3.29 -0.23  -0.19
O: 2.05 -1.92 0.01  0.02
C: 1.58 -1.30 -1.09  -0.43
O: 2.17 -1.37 -2.13  0.17
C: 0.27 -0.52 -1.10  0.01
C: 0.25 0.89 -1.00  0.05
C: -0.95 1.60 -1.03  0.01
N: -2.12 0.94 -1.19  0.15
C: -2.17 -0.40 -1.29  -0.10
C: -3.52 -1.11 -1.48  -0.09
C: -4.60 -0.18 -2.12  -0.17
C: -5.99 -0.88 -2.15  -0.14
C: -6.47 -0.97 -0.68  -0.24
C: -6.31 -2.18 0.03  -0.05
C: -6.74 -2.22 1.38  -0.07
C: -7.33 -1.08 1.95  -0.09
C: -7.49 0.13 1.24  -0.07
C: -7.04 0.18 -0.10  -0.05
C: -1.00 -1.19 -1.23  -0.06
C: -1.01 -2.72 -1.30  -0.09
C: -0.72 -3.26 0.15  -0.23
N: -2.00 -3.73 0.77  0.00
H: 2.95 -2.56 3.89  0.02
H: 5.75 -3.56 0.78  0.11
H: 5.22 -1.90 0.42  0.11
H: 4.14 -4.57 -0.48  0.12
H: 4.30 -3.10 -1.42  0.12
H: 1.93 -3.72 -1.10  0.12
H: 2.13 -3.90 0.64  0.12
H: 1.19 1.46 -0.88  0.11
H: -1.01 2.68 -0.93  0.15
H: -2.97 1.50 -1.24  0.16
H: -3.36 -1.91 -2.22  0.11
H: -3.87 -1.55 -0.53  0.12
H: -4.26 0.01 -3.15  0.12
H: -4.70 0.72 -1.50  0.10
H: -5.96 -1.90 -2.55  0.10
H: -6.65 -0.23 -2.74  0.12
H: -5.84 -3.02 -0.49  0.11
H: -6.62 -3.14 1.96  0.10
H: -7.69 -1.11 2.99  0.10
H: -7.92 1.03 1.68  0.10
H: -7.11 1.09 -0.72  0.11
H: -2.01 -3.11 -1.54  0.09
H: -0.30 -3.11 -2.04  0.12
H: -0.04 -4.12 0.14  0.10
H: -0.34 -2.44 0.79  0.12
H: -1.77 -3.85 1.76  0.07
H: -2.17 -4.68 0.46  0.07
C: -3.38 -2.85 -6.19  -0.16
C: -3.85 -4.06 -5.42  -0.16
O: -5.14 -3.70 -4.93  -0.20
S: -5.86 -2.72 -5.98  0.61
O: -6.73 -3.49 -6.80  -0.21
O: -6.29 -1.55 -5.29  -0.22
O: -4.56 -2.35 -6.85  -0.18
H: -3.01 -2.07 -5.52  0.13
H: -2.62 -3.09 -6.93  0.14
H: -3.18 -4.32 -4.60  0.13
H: -3.96 -4.93 -6.08  0.14
C: 5.08 4.09 0.29  -0.15
C: 4.62 2.89 1.09  -0.15
O: 3.30 3.25 1.55  -0.18
S: 2.60 4.19 0.46  0.62
O: 1.75 3.38 -0.36  -0.26
O: 2.12 5.35 1.11  -0.20
O: 3.90 4.55 -0.39  -0.17
H: 5.43 4.89 0.95  0.14
H: 5.86 3.84 -0.41  0.11
H: 5.27 2.67 1.93  0.14
H: 4.53 2.01 0.45  0.13
C: 0.23 -0.87 7.08  -0.15
C: 1.06 -0.15 8.11  -0.18
O: 2.41 -0.59 7.87  -0.18
S: 2.60 -0.87 6.30  0.60
O: 3.20 0.28 5.71  -0.22
O: 3.13 -2.18 6.13  -0.23
O: 1.04 -0.88 5.89  -0.20
H: 0.05 -1.91 7.37  0.14
H: -0.72 -0.38 6.89  0.13
H: 0.76 -0.38 9.13  0.13
H: 1.03 0.93 7.97  0.12
C: -8.51 -7.15 -6.82  -0.16
C: -7.94 -6.57 -5.54  -0.17
O: -7.47 -7.71 -4.81  -0.19
S: -6.96 -8.83 -5.84  0.61
O: -5.55 -8.72 -5.96  -0.23
O: -7.60 -10.06 -5.52  -0.21
O: -7.63 -8.22 -7.17  -0.18
H: -9.51 -7.57 -6.66  0.14
H: -8.56 -6.42 -7.62  0.14
H: -8.68 -6.02 -4.97  0.14
H: -7.09 -5.93 -5.75  0.11
C: 10.25 6.73 0.36  -0.16
C: 8.81 7.20 0.35  -0.16
O: 8.20 6.49 -0.73  -0.20
S: 8.89 5.05 -0.89  0.63
O: 8.08 4.08 -0.22  -0.24
O: 9.30 4.88 -2.23  -0.22
O: 10.18 5.34 0.03  -0.18
H: 10.83 7.23 -0.42  0.14
H: 10.73 6.88 1.32  0.14
H: 8.72 8.27 0.21  0.14
H: 8.30 6.91 1.27  0.13
C: -0.11 3.55 11.71  -0.16
C: -1.59 3.87 11.61  -0.16
O: -2.06 3.06 10.52  -0.18
S: -1.22 1.70 10.47  0.62
O: -1.96 0.68 11.13  -0.20
O: -0.71 1.53 9.15  -0.24
O: -0.02 2.15 11.44  -0.18
H: 0.46 4.09 10.94  0.14
H: 0.30 3.78 12.69  0.14
H: -1.78 4.92 11.41  0.14
H: -2.12 3.57 12.51  0.14
C: 5.41 6.24 -6.06  -0.17
C: 6.81 6.02 -6.60  -0.17
O: 7.68 6.51 -5.57  -0.18
S: 7.00 6.26 -4.13  0.63
O: 7.54 5.07 -3.58  -0.24
O: 6.98 7.49 -3.43  -0.21
O: 5.51 5.94 -4.66  -0.19
H: 5.10 7.28 -6.17  0.13
H: 4.68 5.59 -6.53  0.13
H: 6.99 6.55 -7.53  0.14
H: 7.02 4.95 -6.74  0.13

Which value of total charge does entry 1 give?
+1